C7H18N2 | ωB97M-V/def2-TZVPD

```
27
Properties=species:S:1:pos:R:3
C -0.93 0.69 -0.18
C 0.36 0.33 -0.62
C 0.07 -2.54 -0.42
C 0.95 -1.71 1.61
C -1.17 1.34 1.15
C 1.68 0.77 -0.05
C -0.21 2.27 -1.47
N 0.02 -1.48 0.54
N -2.03 0.15 -0.78
H 0.41 -0.20 -1.56
H -1.88 -0.58 -1.46
H -2.91 0.22 -0.29
H -0.66 -2.38 -1.22
H 1.07 -2.67 -0.91
H 0.93 -0.89 2.33
H 0.71 -2.64 2.16
H 2.01 -1.83 1.28
H -0.17 -3.53 0.03
H -1.24 0.54 1.89
H -0.37 2.01 1.42
H -2.11 1.89 1.14
H 1.57 1.22 0.94
H 2.33 -0.10 0.05
H 2.17 1.48 -0.70
H 0.38 2.09 -2.36
H 0.23 3.03 -0.82
H -1.23 2.52 -1.74
```

Output
Lowest unoccupied orbital energy (spin up / spin down) = 0.90 / 0.90 eV
Energy above the lowest of the compared OMol25 structures with the same formula, charge and spin = 116.9 kcal per mole
Gap between HOMO and LUMO (spin up / spin down) = 7.1475 / 7.1484 eV
F_max = 2.0 eV/Å